ORCA calculation (ωB97M-V with the def2-TZVPD basis set) on a structure of composition C32H37ClN2Si2V at a distorted geometry.

## Properties
- HOMO energy (alpha / beta) (eV) = -5.399 / -5.418
- Kohn-Sham gap (alpha / beta) (eV) = 5.39 / 5.37
- 2S+1 = 4
- lowest unoccupied orbital energy (alpha / beta) (eV) = -0.0128 / -0.0431
- relative energy (zero: lowest compared OMol25 entry of this formula, charge and spin) (kcal/mol) = 0.0

Geometry as XYZ:
```
75
Properties=species:S:1:pos:R:3:forces:R:3
C -0.83821 -0.30187 0.94954 -0.8 -0.8 0.2
C -1.61939 0.11748 -0.17625 -0.7 -0.9 0.1
C -1.54691 -0.90506 -1.17150 -0.6 0.0 0.5
H -2.25895 1.00221 -0.22973 0.5 -0.2 -0.1
C -0.71865 -1.95469 -0.67065 -0.5 -0.6 0.4
C -0.29686 -1.59370 0.64759 -1.5 -0.1 -0.1
H 0.22392 -2.24181 1.35255 0.1 0.3 -0.3
H -0.78585 0.19413 1.91809 0.1 -0.1 -0.4
H -2.09685 -0.92261 -2.10619 0.3 0.0 0.2
H -0.50076 -2.89289 -1.17990 -0.1 0.4 0.1
V 0.46102 -0.13010 -0.78168 1.1 0.6 -0.8
Si 0.40455 0.20221 -6.87186 -2.6 0.0 1.1
C 0.74482 1.74944 -7.83326 0.4 0.0 -0.1
C 2.02357 2.00554 -8.35324 -0.3 0.5 -0.3
H 2.85718 1.34400 -8.09627 -0.3 0.2 -0.2
C 2.22239 3.09875 -9.20654 0.0 0.0 0.0
H 3.21396 3.28282 -9.62958 -0.3 0.0 0.1
C 1.15171 3.93874 -9.54165 0.0 -0.2 0.2
H 1.29376 4.75863 -10.25663 0.0 -0.3 0.4
C -0.10373 3.72253 -8.95342 0.1 -0.1 0.0
H -0.93340 4.39304 -9.18005 0.2 -0.1 0.0
C -0.30629 2.63881 -8.09266 0.4 0.4 -0.4
H -1.28021 2.47595 -7.62472 0.2 0.0 -0.2
C 0.97982 -1.27845 -7.83429 0.2 -0.4 -0.1
C 0.44282 -1.37963 -9.12843 0.5 -0.5 -0.1
H -0.27866 -0.63745 -9.47689 0.2 -0.2 0.1
C 0.83393 -2.42174 -9.97276 0.0 0.0 0.1
H 0.42775 -2.48044 -10.98177 0.1 0.0 0.2
C 1.74970 -3.38201 -9.53442 0.1 0.2 0.5
H 2.07644 -4.18233 -10.20179 -0.1 0.2 0.2
C 2.25134 -3.30916 -8.22602 -0.1 0.0 -0.1
H 2.96160 -4.05864 -7.87273 -0.2 0.2 -0.1
C 1.85424 -2.27456 -7.37019 -0.1 0.1 -0.5
H 2.22809 -2.22402 -6.34356 0.0 -0.1 -0.4
H -1.06473 0.08617 -6.83354 -0.8 0.0 -1.0
Si 0.65621 0.34974 -4.48953 -0.3 -0.2 -2.3
C -0.23918 -1.27683 -4.18400 0.2 -0.2 0.4
C -1.57347 -1.51581 -4.58029 0.2 -0.5 -0.3
H -2.25311 -0.69014 -4.78250 0.2 -0.1 -0.1
C -2.02640 -2.82198 -4.79553 0.1 0.3 0.1
H -3.05414 -2.99164 -5.12866 0.4 0.1 0.0
C -1.16604 -3.90419 -4.60074 0.2 -0.1 0.3
H -1.47194 -4.91535 -4.87328 0.0 0.3 0.2
C 0.09237 -3.68670 -4.03400 -0.1 0.0 -0.1
H 0.74352 -4.52592 -3.77792 -0.2 0.2 -0.2
C 0.54101 -2.38638 -3.80540 -0.1 -0.1 -0.4
H 1.53591 -2.23509 -3.38041 -0.2 0.0 -0.2
C -0.30856 1.91870 -4.20121 0.3 -0.1 0.0
C -1.62212 1.78201 -3.73494 -0.3 0.2 -0.1
H -1.95550 0.81840 -3.33434 0.1 0.5 -0.1
C -2.53332 2.83274 -3.86522 0.2 0.0 0.0
H -3.55710 2.69001 -3.51605 0.2 0.1 -0.2
C -2.13218 4.03242 -4.46223 0.0 -0.1 0.2
H -2.86639 4.82079 -4.64165 0.3 -0.2 0.1
C -0.79347 4.21185 -4.82930 0.0 0.0 0.0
H -0.47611 5.16769 -5.25927 -0.1 -0.4 0.1
C 0.12462 3.16876 -4.68107 -0.3 0.0 0.0
H 1.16582 3.29696 -4.99198 -0.4 0.0 0.0
H 1.88682 0.36475 -5.28991 1.7 0.2 1.2
Cl 2.09614 0.36590 -2.69331 0.3 -0.1 1.5
N 2.23904 -0.72796 0.13523 2.0 -0.8 0.5
C 2.69898 0.04468 1.33513 0.2 -0.5 -0.2
C 2.00094 1.38637 1.49679 0.3 0.3 0.7
C 1.84278 2.26391 0.25903 -0.5 0.5 -0.3
N 0.58245 1.92832 -0.46729 0.2 1.2 0.1
H 3.01771 -0.74175 -0.53155 -0.4 0.4 -0.1
H 2.19508 -1.72359 0.39110 -0.3 0.6 0.0
H 2.52095 -0.57171 2.22895 0.0 0.3 -0.2
H 3.78800 0.17303 1.24554 -0.3 0.1 0.2
H 1.03315 1.23756 2.00574 0.4 0.2 -0.4
H 2.62657 1.95760 2.19605 -0.2 -0.1 0.0
H 1.76222 3.31250 0.57076 0.3 -0.1 0.1
H 2.69342 2.19438 -0.43731 -0.3 -0.2 0.2
H -0.22262 2.27864 0.06762 0.5 -0.3 -0.1
H 0.50687 2.43123 -1.35546 0.4 -0.1 0.0
```
Positions in Å, forces in eV/Å.

Charge distribution, Mulliken scheme, values in e: number 1, C, carries -0.600; number 2, C, carries -1.158; number 3, C, carries -0.178; number 4, H, carries 0.554; number 5, C, carries -0.695; number 6, C, carries -0.795; number 7, H, carries 0.687; number 8, H, carries 0.724; number 9, H, carries 0.925; number 10, H, carries 0.494; number 11, V, carries 0.423; number 12, Si, carries 0.242; number 13, C, carries 0.453; number 14, C, carries -0.452; number 15, H, carries 0.360; number 16, C, carries -0.536; number 17, H, carries 0.361; number 18, C, carries -0.420; number 19, H, carries 0.355; number 20, C, carries -0.649; number 21, H, carries 0.381; number 22, C, carries -0.168; number 23, H, carries 0.340; number 24, C, carries 0.600; number 25, C, carries -0.506; number 26, H, carries 0.329; number 27, C, carries -0.571; number 28, H, carries 0.376; number 29, C, carries -0.464; number 30, H, carries 0.357; number 31, C, carries -0.646; number 32, H, carries 0.370; number 33, C, carries -0.264; number 34, H, carries 0.320; number 35, H, carries -0.350; number 36, Si, carries -0.299; number 37, C, carries 2.010; number 38, C, carries -0.602; number 39, H, carries 0.339; number 40, C, carries -0.842; number 41, H, carries 0.396; number 42, C, carries -0.593; number 43, H, carries 0.377; number 44, C, carries -0.743; number 45, H, carries 0.405; number 46, C, carries -0.684; number 47, H, carries 0.239; number 48, C, carries 1.254; number 49, C, carries 0.154; number 50, H, carries 0.121; number 51, C, carries -0.971; number 52, H, carries 0.404; number 53, C, carries -0.591; number 54, H, carries 0.362; number 55, C, carries -0.520; number 56, H, carries 0.388; number 57, C, carries -0.738; number 58, H, carries 0.397; number 59, H, carries -0.424; number 60, Cl, carries -0.635; number 61, N, carries -0.392; number 62, C, carries -0.894; number 63, C, carries -0.247; number 64, C, carries -0.742; number 65, N, carries -0.345; number 66, H, carries 0.370; number 67, H, carries 0.307; number 68, H, carries 0.327; number 69, H, carries 0.433; number 70, H, carries 0.048; number 71, H, carries 0.432; number 72, H, carries 0.510; number 73, H, carries 0.307; number 74, H, carries 0.378; number 75, H, carries 0.102